A single C4H8S2 molecule in a non-equilibrium geometry, computed with ωB97M-V/def2-TZVPD.

Cartesian coordinates (Å):
C (0.53640, 0.01579, 2.26120)
C (1.64204, -0.27014, 0.99360)
C (0.43684, -0.12881, 0.00162)
S (-0.53761, -1.46207, -0.07968)
S (0.14189, 1.20685, -0.80927)
C (-1.54461, 0.83397, -1.57166)
H (-0.02326, 1.04888, 1.78055)
H (0.98861, 0.36306, 3.28261)
H (-0.25882, -0.94971, 2.11271)
H (2.49675, 0.39182, 0.87256)
H (2.00909, -1.35020, 1.21180)
H (-2.12888, 1.78488, -1.86694)
H (-2.16369, -0.00859, -0.91623)
H (-1.01236, 0.09864, -2.36238)

Properties
E: -953.43711 hartree
Frontier orbital gap: 0.3086 Eh
LUMO energy: 0.0066 hartree
HOMO: -8.22 eV